Record 1
The following is a DFT calculation (ωB97M-V/def2-TZVPD) of a structure of composition C20H36N7NiO2SSi.

## Properties
LUMO energy (alpha / beta) = -2.09 / -2.08 eV
<S²> = 2.005

Structure (ORCA input):
```
! RIJCOSX wB97M-V def2-TZVPD def2/J DEFGRID3
* xyz 1 3
Ni 0.519 -0.581 -1.148
N 0.512 1.596 -0.976
C -0.706 1.891 -0.194
C -1.018 3.392 -0.060
C -1.202 3.908 1.378
C -2.603 3.712 1.957
N -3.083 2.341 1.831
C -2.554 1.320 2.490
N -1.836 1.516 3.602
N -2.746 0.077 2.042
C -1.849 1.007 -0.757
O -3.028 1.388 -0.647
O -1.497 -0.116 -1.205
H 1.324 1.992 -0.515
H 0.433 2.035 -1.890
H -0.500 1.457 0.792
H -1.902 3.631 -0.657
H -0.184 3.943 -0.500
H -0.996 4.979 1.414
H -0.464 3.426 2.027
H -3.317 4.328 1.412
H -2.649 4.040 2.998
H -3.380 2.100 0.877
H -1.783 2.425 4.023
H -1.436 0.739 4.097
H -3.092 -0.037 1.097
H -2.173 -0.668 2.403
N 0.653 -2.752 -1.450
C 2.038 -3.080 -1.822
C 2.984 -2.243 -0.984
N 2.698 -0.817 -1.222
H 0.433 -3.131 -0.534
H 0.002 -3.155 -2.115
H 2.166 -2.839 -2.880
H 2.266 -4.140 -1.696
H 4.021 -2.503 -1.208
H 2.802 -2.433 0.075
H 3.088 -0.534 -2.115
H 3.129 -0.250 -0.501
S 0.850 0.404 -5.739
C 1.204 0.293 -4.066
N 0.404 -0.419 -3.339
C -0.626 -0.941 -4.125
C -1.693 -1.727 -3.680
C -2.609 -2.175 -4.605
C -2.494 -1.846 -5.964
C -1.463 -1.053 -6.416
C -0.532 -0.604 -5.480
H 2.075 0.795 -3.666
H -1.822 -1.917 -2.625
H -3.446 -2.776 -4.276
H -3.233 -2.210 -6.665
H -1.380 -0.786 -7.460
C 1.779 0.876 4.359
Si 1.829 -0.876 3.697
C 3.604 -1.416 3.484
C 1.003 -2.048 4.906
C 1.016 -0.907 2.056
C 0.696 -0.869 0.872
H 2.120 0.921 5.395
H 0.769 1.291 4.315
H 2.428 1.525 3.766
H 4.131 -1.442 4.440
H 4.141 -0.728 2.826
H 3.656 -2.414 3.045
H 1.473 -1.965 5.889
H 1.113 -3.081 4.572
H -0.065 -1.869 5.046
*
```

These are the Löwdin partial charges, in e, on atoms 1 to 5: atom 1 (Ni): 0.47, atom 2 (N): 0.04, atom 3 (C): -0.28, atom 4 (C): -0.13, atom 5 (C): -0.17

=====

Record 2
The following is a DFT calculation (ωB97M-V/def2-TZVPD) of a structure of composition C20H36NO2P3PbS in a non-equilibrium geometry.

## Properties
LUMO energy (alpha / beta) = -15.43 / -16.15 eV

Structure (ORCA input):
```
! RIJCOSX wB97M-V def2-TZVPD def2/J DEFGRID3
* xyz 4 1
P 2.913 -0.748 0.120
C 3.791 -1.059 1.692
H 4.819 -1.385 1.478
H 3.266 -1.852 2.240
H 3.813 -0.154 2.310
C 3.480 -2.201 -0.839
H 3.349 -2.046 -1.917
H 2.884 -3.072 -0.533
H 4.539 -2.391 -0.618
C 3.970 0.568 -0.602
H 5.013 0.219 -0.642
H 3.913 1.472 0.019
H 3.628 0.811 -1.617
P -0.795 2.842 -0.370
C -0.882 3.919 1.098
H -1.414 4.847 0.845
H 0.127 4.159 1.453
H -1.423 3.406 1.904
C 0.146 3.876 -1.549
H 0.039 3.494 -2.573
H 1.211 3.862 -1.281
H -0.223 4.911 -1.507
C -2.490 3.000 -1.040
H -2.686 4.057 -1.273
H -3.223 2.646 -0.304
H -2.590 2.402 -1.957
P -2.126 -2.107 0.172
C -3.038 -2.561 1.681
H -3.737 -3.379 1.456
H -3.602 -1.695 2.048
H -2.330 -2.878 2.457
C -3.505 -2.035 -1.036
H -4.229 -2.829 -0.802
H -3.138 -2.162 -2.063
H -4.003 -1.059 -0.958
C -1.382 -3.726 -0.253
H -2.170 -4.491 -0.310
H -0.665 -3.999 0.534
H -0.852 -3.669 -1.214
Pb 0.020 -0.094 -0.728
C 1.278 1.483 1.047
O 1.845 2.181 1.768
C -1.832 0.525 1.140
O -2.626 0.984 1.841
C -1.294 -0.324 -3.406
C -0.644 -1.558 -3.244
C 0.756 -1.613 -3.202
C 1.507 -0.431 -3.302
C 0.859 0.801 -3.461
C -0.543 0.855 -3.503
H -2.384 -0.289 -3.501
H -1.225 -2.483 -3.208
H 1.265 -2.580 -3.134
H 2.600 -0.475 -3.314
H 1.446 1.715 -3.600
H -1.050 1.810 -3.669
S -0.564 -1.515 5.298
C 1.049 -0.911 5.103
C 1.141 -0.195 3.918
N -0.021 -0.147 3.180
C -1.010 -0.753 3.806
H 1.855 -1.087 5.801
H 2.050 0.289 3.568
H -2.041 -0.803 3.468
*
```

These are the Löwdin partial charges, in e, on atoms 1 to 5: atom 1 (P): 0.76, atom 2 (C): -0.24, atom 3 (H): 0.08, atom 4 (H): 0.05, atom 5 (H): 0.04

=====

Record 3
The following is a DFT calculation (ωB97M-V/def2-TZVPD) of an isolated molecule of C20H36O2.

## Properties
SMILES = C=C[C@](C)(O)CC[C@@H]1[C@@]2(C)CCCC(C)(C)[C@@H]2CC[C@]1(C)O
ΔE to the lowest compared entry with this formula, charge and spin = 1.73 kcal per mole
LUMO energy = 0.70 eV

Structure (ORCA input):
```
! RIJCOSX wB97M-V def2-TZVPD def2/J DEFGRID3
* xyz 0 1
C 0.473 -3.865 -4.477
C 0.848 -3.884 -3.213
C 0.919 -2.706 -2.264
C 1.097 -1.385 -3.017
O 2.012 -2.905 -1.374
C -0.384 -2.733 -1.426
C -0.315 -2.024 -0.066
C -0.700 -0.531 -0.028
C 0.245 0.287 0.913
C 0.295 -0.381 2.293
C 1.653 0.316 0.296
C 2.597 1.211 1.086
C 2.106 2.650 1.030
C 0.679 2.824 1.576
C 0.713 2.845 3.108
C 0.195 4.214 1.125
C -0.256 1.755 0.942
C -1.682 1.792 1.489
C -2.598 1.091 0.499
C -2.210 -0.385 0.321
C -3.093 -0.971 -0.795
O -2.485 -1.096 1.522
H 0.176 -2.963 -4.984
H 0.440 -4.767 -5.065
H 1.133 -4.818 -2.745
H 0.198 -1.129 -3.569
H 1.313 -0.593 -2.308
H 1.928 -1.461 -3.718
H 2.822 -2.921 -1.894
H -0.607 -3.785 -1.231
H -1.179 -2.339 -2.055
H 0.697 -2.162 0.300
H -0.974 -2.547 0.627
H -0.591 -0.106 -1.031
H -0.673 -0.795 2.549
H 1.015 -1.196 2.290
H 0.582 0.316 3.069
H 2.069 -0.689 0.232
H 1.587 0.717 -0.719
H 2.668 0.867 2.117
H 3.600 1.157 0.654
H 2.782 3.301 1.589
H 2.123 2.978 -0.014
H 1.355 2.070 3.515
H -0.282 2.735 3.529
H 1.115 3.801 3.443
H 0.034 4.247 0.049
H 0.943 4.964 1.376
H -0.732 4.493 1.619
H -0.319 2.050 -0.115
H -1.735 1.283 2.450
H -2.024 2.818 1.624
H -2.547 1.593 -0.469
H -3.636 1.142 0.845
H -3.001 -2.053 -0.820
H -2.822 -0.562 -1.764
H -4.137 -0.723 -0.602
H -3.433 -1.039 1.688
*
```

These are the Löwdin partial charges, in e, on atoms 1 to 5: atom 1 (C): 0.02, atom 2 (C): -0.12, atom 3 (C): -0.56, atom 4 (C): -0.02, atom 5 (O): -0.02

=====

Record 4
The following is a DFT calculation (ωB97M-V/def2-TZVPD) of a cluster of 5 separate species, C20H36O7 in total in a non-equilibrium geometry.

## Properties
SMILES = O=C1CCCO1.O=C1CCCO1.C1CCOC1.C1CCOC1.C1CCOC1
ΔE to the lowest compared entry with this formula, charge and spin = 2.00 kcal per mole
LUMO energy = 0.44 eV

Structure (ORCA input):
```
! RIJCOSX wB97M-V def2-TZVPD def2/J DEFGRID3
* xyz 0 1
O -5.730 0.944 -6.379
C -5.111 1.511 -5.493
C -5.629 2.765 -4.794
C -4.485 3.024 -3.809
C -3.492 1.831 -3.970
O -3.984 0.986 -4.994
H -5.683 3.489 -5.606
H -6.656 2.710 -4.433
H -4.052 3.981 -4.102
H -4.819 3.126 -2.776
H -2.446 2.138 -3.959
H -3.614 1.287 -3.034
O -1.867 1.033 -0.695
C -0.973 0.619 0.038
C 0.468 0.303 -0.298
C 1.133 0.033 1.037
C -0.014 -0.032 2.019
O -1.267 0.346 1.355
H 0.552 -0.480 -1.052
H 0.908 1.180 -0.771
H 1.781 -0.824 1.221
H 1.760 0.868 1.345
H -0.245 -1.039 2.364
H 0.062 0.571 2.924
C 0.611 -2.864 -3.964
C -0.732 -2.558 -3.285
C -1.112 -1.142 -3.783
O 0.127 -0.611 -3.881
C 1.044 -1.534 -4.447
H 0.487 -3.613 -4.746
H 1.249 -3.363 -3.235
H -0.583 -2.641 -2.208
H -1.452 -3.342 -3.519
H -1.768 -0.597 -3.104
H -1.495 -1.047 -4.799
H 2.042 -1.286 -4.087
H 1.060 -1.524 -5.536
C 0.833 -3.826 4.125
C -0.540 -3.441 4.637
C -0.247 -2.317 5.596
O 0.937 -1.766 4.924
C 1.601 -2.559 3.906
H 0.763 -4.491 3.264
H 1.379 -4.341 4.915
H -1.056 -4.290 5.086
H -1.110 -3.055 3.792
H 0.050 -2.712 6.568
H -1.104 -1.652 5.701
H 2.668 -2.642 4.113
H 1.317 -2.212 2.912
C 4.373 1.872 2.315
C 3.945 2.479 3.622
C 2.661 3.298 3.440
O 2.680 3.432 2.021
C 3.916 2.963 1.478
H 3.913 0.929 2.021
H 5.445 1.705 2.205
H 4.813 3.122 3.769
H 3.949 1.776 4.455
H 2.724 4.303 3.859
H 1.780 2.796 3.838
H 4.567 3.833 1.394
H 3.671 2.548 0.501
*
```

These are the Löwdin partial charges, in e, on atoms 1 to 5: atom 1 (O): 0.09, atom 2 (C): -0.47, atom 3 (C): -0.07, atom 4 (C): -0.14, atom 5 (C): -0.16

=====

Record 5
The following is a DFT calculation (ωB97M-V/def2-TZVPD) of a structure of composition C20H37AlF8N in a non-equilibrium geometry.

## Properties
LUMO energy = 2.69 eV

Structure (ORCA input):
```
! RIJCOSX wB97M-V def2-TZVPD def2/J DEFGRID3
* xyz -1 1
C 0.700 -2.895 0.605
C 2.042 -3.355 -0.269
C 3.134 -2.088 -0.253
C 4.355 -2.477 -1.274
C 5.599 -1.411 -1.316
C 5.482 -0.159 -0.263
C 4.409 1.024 -0.757
C 4.853 2.536 -0.259
C 3.566 3.581 -0.411
C 2.299 3.207 0.572
C 0.966 2.664 -0.279
C -0.345 2.608 0.704
C -1.359 1.331 0.413
C -2.790 1.734 1.177
Al -4.361 0.500 0.659
N -5.848 1.038 1.822
C -4.951 0.932 -1.258
F -4.149 2.066 -1.771
C -4.900 -0.329 -2.305
C -3.555 -0.305 -3.286
C -4.018 -1.491 1.027
F -2.870 -1.913 0.189
F -5.220 -2.275 0.575
C -3.833 -1.864 2.632
F -3.968 -0.658 3.524
F -4.890 -2.833 3.105
C -2.373 -2.557 2.979
F -2.148 -3.856 2.285
F -1.296 -1.549 2.736
F -2.409 -2.871 4.445
H -0.282 -3.033 -0.048
H 0.573 -3.517 1.604
H 0.761 -1.746 0.917
H 1.638 -3.576 -1.366
H 2.514 -4.349 0.165
H 3.456 -1.876 0.853
H 2.551 -1.180 -0.722
H 4.804 -3.546 -1.046
H 3.909 -2.544 -2.378
H 5.828 -0.960 -2.383
H 6.581 -2.019 -1.017
H 6.544 0.386 -0.279
H 5.314 -0.476 0.860
H 4.260 1.010 -1.922
H 3.397 0.759 -0.193
H 5.669 2.902 -1.050
H 5.313 2.559 0.824
H 3.958 4.645 -0.042
H 3.244 3.675 -1.554
H 2.701 2.399 1.336
H 1.999 4.162 1.184
H 0.725 3.469 -1.121
H 1.184 1.636 -0.818
H 0.003 2.597 1.822
H -1.006 3.585 0.574
H -1.521 1.104 -0.727
H -0.924 0.398 0.984
H -3.070 2.849 0.865
H -2.620 1.729 2.339
H -6.371 1.741 1.217
H -6.518 0.217 1.900
H -6.080 1.296 -1.217
H -4.955 -1.389 -1.812
H -5.862 -0.238 -3.001
H -3.630 -1.309 -3.926
H -3.615 0.645 -3.971
H -2.590 -0.339 -2.600
*
```

These are the Löwdin partial charges, in e, on atoms 1 to 5: atom 1 (C): -0.15, atom 2 (C): -0.25, atom 3 (C): -0.23, atom 4 (C): -0.22, atom 5 (C): -0.23

=====

Record 6
The following is a DFT calculation (ωB97M-V/def2-TZVPD) of an isolated molecule of C20H37FNO7PS2 in a non-equilibrium geometry.

## Properties
SMILES = CCCO[C@]1(P(C)CC)C(=O)N[C@@](CCCS)(CCOCC)[C@]1(CCC(=O)O)S(=O)(=O)F
LUMO energy = -1.42 eV

Structure (ORCA input):
```
! RIJCOSX wB97M-V def2-TZVPD def2/J DEFGRID3
* xyz 0 1
C 3.033 -4.103 0.007
C 2.560 -2.633 0.561
C 0.983 -2.735 1.111
O 0.490 -1.493 1.710
C -0.279 -0.654 0.784
P -2.084 -1.293 1.162
C -2.614 -2.625 -0.124
C -2.055 -2.049 2.958
C -1.693 -3.644 2.992
C 0.134 -0.700 -0.802
O -0.048 -1.602 -1.767
N 0.923 0.553 -1.107
C 0.181 1.642 -0.355
C 0.809 3.146 -0.484
C 2.439 3.211 -0.699
C 2.953 2.837 -2.208
S 4.644 1.980 -2.024
C -1.195 1.783 -1.270
C -0.948 1.749 -2.886
O -1.583 0.516 -3.396
C -0.783 0.073 -4.552
C -1.283 -1.368 -5.192
C 0.030 0.950 1.162
C -1.219 1.847 1.768
C -1.440 1.709 3.387
C -2.700 2.745 3.761
O -3.249 2.613 4.995
O -3.245 3.753 2.837
S 1.641 1.189 2.161
O 1.549 0.594 3.610
O 2.857 0.428 1.503
F 2.001 2.881 2.422
H 3.080 -4.818 0.961
H 2.282 -4.585 -0.755
H 4.102 -4.096 -0.479
H 2.619 -1.890 -0.369
H 3.289 -2.253 1.419
H 0.264 -3.237 0.325
H 1.051 -3.523 2.007
H -3.019 -2.142 -1.135
H -3.540 -3.229 0.324
H -1.794 -3.425 -0.361
H -3.159 -1.870 3.374
H -1.280 -1.493 3.637
H -1.564 -4.157 1.950
H -0.631 -3.734 3.531
H -2.434 -4.257 3.701
H 1.948 0.453 -0.942
H 0.340 3.736 -1.411
H 0.585 3.852 0.452
H 2.738 4.354 -0.523
H 3.063 2.600 0.078
H 3.130 3.794 -2.874
H 2.284 2.078 -2.794
H 4.899 1.685 -0.663
H -1.621 2.869 -1.019
H -2.052 1.039 -0.900
H -1.574 2.650 -3.357
H 0.156 1.914 -3.235
H -0.841 0.934 -5.355
H 0.324 -0.112 -4.167
H -1.501 -2.145 -4.334
H -2.169 -1.255 -5.966
H -0.350 -1.776 -5.814
H -2.273 1.576 1.279
H -1.093 3.015 1.556
H -1.720 0.638 3.764
H -0.497 2.181 3.925
H -3.850 3.329 2.144
*
```

These are the Löwdin partial charges, in e, on atoms 1 to 5: atom 1 (C): -0.15, atom 2 (C): -0.21, atom 3 (C): -0.19, atom 4 (O): -0.24, atom 5 (C): -0.38